Record 1
57
Properties=species:S:1:pos:R:3:mulliken_charge:R:1 method="wB97M-V/def2-TZVPD" total_energy_ha=-1656.121749 smiles="CCc1nn(CC(=O)NCCCN2CCN(C)CC2)c(=O)c2cc3sccc3n12" max_force_ev_per_a=0.99 lumo_energy_ev=0.28
C -1.175 4.818 2.257 -1.162
C -1.105 4.666 0.736 -0.890
C -0.348 3.434 0.363 0.710
N -1.006 2.397 0.014 -1.012
N -0.391 1.241 -0.293 0.930
C -1.276 0.163 -0.683 -1.217
C -1.556 -0.827 0.467 0.753
O -2.664 -0.964 0.940 -0.671
N -0.463 -1.494 0.861 0.059
C -0.488 -2.533 1.865 -0.942
C -0.279 -3.913 1.241 -0.673
C -1.472 -4.318 0.370 -0.440
N -1.194 -5.571 -0.314 0.204
C -0.523 -5.410 -1.590 -0.883
C -1.459 -4.950 -2.716 -0.517
N -2.565 -5.881 -2.847 -0.155
C -3.432 -5.532 -3.950 -1.081
C -3.292 -5.968 -1.593 -0.421
C -2.338 -6.443 -0.491 -1.069
C 0.972 1.056 -0.264 0.583
O 1.473 -0.029 -0.532 -0.813
C 1.712 2.239 0.105 0.346
C 3.074 2.436 0.211 -0.656
C 3.231 3.770 0.602 -0.150
S 4.496 4.884 0.965 -0.223
C 3.318 6.117 1.281 -0.502
C 2.028 5.721 1.124 -0.846
C 1.965 4.365 0.731 0.643
N 1.030 3.418 0.425 0.110
H -1.713 5.726 2.516 0.319
H -1.700 3.970 2.689 0.383
H -0.180 4.866 2.695 0.348
H -2.113 4.567 0.335 0.351
H -0.631 5.539 0.284 0.342
H -2.222 0.612 -0.987 0.338
H -0.815 -0.377 -1.515 0.417
H 0.411 -1.331 0.368 0.295
H -1.462 -2.482 2.358 0.422
H 0.298 -2.332 2.600 0.384
H -0.144 -4.654 2.028 0.229
H 0.629 -3.899 0.637 0.288
H -1.703 -3.499 -0.325 0.029
H -2.344 -4.451 1.015 0.394
H 0.296 -4.698 -1.480 0.329
H -0.105 -6.383 -1.863 0.459
H -0.908 -4.931 -3.659 0.499
H -1.821 -3.924 -2.512 0.228
H -4.217 -6.283 -4.036 0.344
H -2.852 -5.525 -4.871 0.332
H -3.905 -4.543 -3.826 0.373
H -4.103 -6.690 -1.712 0.494
H -3.733 -4.994 -1.310 0.257
H -2.872 -6.532 0.457 0.458
H -1.953 -7.429 -0.769 0.394
H 3.829 1.702 0.023 0.536
H 3.664 7.089 1.572 0.447
H 1.193 6.376 1.286 0.301

Record 2
83
Properties=species:S:1:pos:R:3:mulliken_charge:R:1 method="wB97M-V/def2-TZVPD" total_energy_ha=-3645.041787 max_force_ev_per_a=0.25 de_lowest_kcal_mol=0.00 total_charge=+2 lumo_energy_ev=-6.33
Ti -0.102 0.833 -1.602 -1.701
N 1.517 1.204 -3.089 -0.108
C 1.540 0.304 -4.260 -0.719
C 0.321 -0.587 -4.223 0.285
O 0.094 -1.412 -5.074 -0.632
N -0.486 -0.352 -3.134 1.455
C -1.601 -1.280 -3.038 -1.016
C -2.313 -0.959 -1.755 0.322
O -3.198 -1.589 -1.256 -0.560
O -1.756 0.114 -1.152 0.205
H 2.380 1.112 -2.561 0.291
H 1.482 2.172 -3.391 0.372
H 1.549 0.865 -5.192 0.384
H 2.427 -0.327 -4.249 0.369
H -2.279 -1.218 -3.894 0.602
H -1.261 -2.320 -3.007 0.464
O 1.174 -0.523 -0.927 0.136
P 1.014 -1.649 0.117 0.554
C -0.519 -1.438 1.061 -1.279
P -0.786 0.298 1.546 0.852
O -0.184 1.205 0.468 0.837
C -2.521 0.552 1.836 0.815
C -2.902 1.864 2.131 -0.692
C -4.228 2.151 2.395 -0.850
C -5.173 1.131 2.376 -0.558
C -4.795 -0.172 2.090 -0.863
C -3.468 -0.467 1.817 -0.241
C 0.086 0.556 3.082 0.637
C -0.505 0.157 4.281 -0.985
C 0.201 0.273 5.467 -0.731
C 1.490 0.789 5.459 -0.721
C 2.079 1.194 4.268 -0.588
C 1.379 1.076 3.079 -0.315
C 0.935 -3.223 -0.702 0.820
C 1.967 -3.526 -1.594 -0.713
C 1.947 -4.723 -2.286 -0.838
C 0.905 -5.621 -2.084 -0.576
C -0.115 -5.329 -1.192 -0.840
C -0.107 -4.127 -0.498 -0.259
C 2.385 -1.555 1.251 1.008
C 2.384 -2.331 2.410 -0.647
C 3.442 -2.240 3.298 -0.770
C 4.507 -1.391 3.023 -0.594
C 4.519 -0.632 1.861 -0.757
C 3.457 -0.710 0.973 -0.587
H -0.490 -2.068 1.953 1.231
H -1.357 -1.753 0.435 0.203
H -2.160 2.655 2.158 0.439
H -4.529 3.164 2.624 0.471
H -6.209 1.356 2.587 0.430
H -5.535 -0.960 2.071 0.475
H -3.195 -1.484 1.573 0.350
H -1.519 -0.226 4.289 0.456
H -0.257 -0.029 6.399 0.472
H 2.035 0.885 6.389 0.439
H 3.081 1.599 4.270 0.491
H 1.832 1.376 2.143 0.078
H 2.784 -2.828 -1.745 0.424
H 2.741 -4.960 -2.980 0.464
H 0.892 -6.558 -2.625 0.443
H -0.921 -6.033 -1.039 0.471
H -0.914 -3.910 0.189 0.328
H 1.567 -3.011 2.623 0.405
H 3.443 -2.838 4.199 0.477
H 5.337 -1.330 3.714 0.461
H 5.360 0.013 1.645 0.460
H 3.456 -0.122 0.064 0.414
N 1.401 4.742 -0.251 0.105
C 1.610 3.430 -0.310 -0.453
N 0.739 2.900 -1.151 0.272
C 0.000 3.972 -1.562 -0.236
N 0.373 5.109 -1.038 -0.703
C -1.113 3.736 -2.477 0.659
C -1.890 4.732 -3.050 -0.582
N -2.881 4.434 -3.879 -0.516
C -3.091 3.149 -4.139 -0.550
C -2.317 2.144 -3.571 -0.180
N -1.325 2.439 -2.733 0.990
H 1.898 5.437 0.287 0.212
H 2.365 2.907 0.253 0.590
H -1.703 5.775 -2.830 0.493
H -3.897 2.904 -4.818 0.420
H -2.489 1.102 -3.793 0.329

Record 3
8
Properties=species:S:1:pos:R:3:mulliken_charge:R:1 method="wB97M-V/def2-TZVPD" total_energy_ha=-1363.902186 max_force_ev_per_a=3.31 de_lowest_kcal_mol=25.67 total_charge=-1 lumo_energy_ev=2.52
C 3.996 -0.277 -0.130 0.614
N 1.675 1.951 -1.009 -0.417
O 3.923 -0.295 1.046 -0.316
S 4.499 -0.119 -1.633 -0.318
S -0.038 2.398 1.347 -0.691
S 0.190 1.418 -0.334 -0.162
H 1.621 2.662 -1.777 0.187
H 2.367 1.268 -1.346 0.104

Record 4
12
Properties=species:S:1:pos:R:3:mulliken_charge:R:1 method="wB97M-V/def2-TZVPD" total_energy_ha=-326.767522 max_force_ev_per_a=3.79 de_lowest_kcal_mol=159.16 total_charge=+1 lumo_energy_ev="-9.24 / -9.25"
C 1.002 -0.322 -0.540 0.317
C -1.119 -0.693 0.142 -0.348
C -0.723 0.938 0.204 -0.409
N 0.297 -1.332 -0.168 -0.120
N 0.618 0.898 -0.374 -0.052
F 3.490 0.124 0.042 -0.327
H -1.375 -0.947 1.167 0.291
H -1.929 -0.959 -0.602 0.327
H -1.454 1.622 -0.278 0.327
H -0.471 1.161 1.298 0.325
H 0.489 -2.188 -0.710 0.347
H 1.175 1.697 -0.182 0.322

Record 5
89
Properties=species:S:1:pos:R:3:mulliken_charge:R:1 method="wB97M-V/def2-TZVPD" total_energy_ha=-3171.024537 s2=6.0111 spin_multiplicity=5 max_force_ev_per_a=5.34 de_lowest_kcal_mol=0.00 lumo_energy_ev="-0.68 / -1.40"
Pt -1.584 0.624 0.409 1.358
P 0.481 0.085 -0.703 -1.928
Cl -1.840 -1.593 1.351 -0.531
C -1.661 1.841 2.029 -1.067
H -2.257 1.402 2.852 0.479
H -2.149 2.775 1.665 0.553
C 0.611 -1.548 -1.627 0.561
C 1.939 0.118 0.477 0.639
C 0.618 -2.741 -0.672 -0.118
H -0.332 -1.587 -2.206 0.388
C 0.412 -4.048 -1.439 -0.894
H 1.573 -2.769 -0.125 0.213
H -0.181 -2.628 0.075 -0.413
C 1.471 -4.211 -2.535 -0.750
H 0.453 -4.887 -0.732 0.438
H -0.594 -4.030 -1.885 0.371
C 1.634 -2.969 -3.425 -0.969
H 2.434 -4.442 -2.059 0.329
H 1.212 -5.068 -3.162 0.424
C 1.786 -1.683 -2.609 -0.414
H 2.512 -3.080 -4.077 0.401
H 0.744 -2.861 -4.064 0.372
H 2.732 -1.702 -2.048 0.219
H 1.845 -0.826 -3.291 -0.008
C 0.732 1.419 -2.015 0.407
C 3.325 -0.274 -0.055 -0.734
H 1.943 1.189 0.750 0.696
C 4.383 0.185 0.952 -0.946
H 3.371 -1.370 -0.168 0.374
H 3.541 0.163 -1.038 0.212
C 4.152 -0.455 2.325 -1.126
H 5.378 -0.070 0.566 0.451
H 4.326 1.281 1.047 0.326
C 2.717 -0.244 2.828 -0.477
H 4.342 -1.535 2.263 0.424
H 4.859 -0.048 3.056 0.441
C 1.697 -0.676 1.768 -0.133
H 2.548 -0.790 3.764 0.430
H 2.563 0.816 3.083 0.265
H 1.811 -1.752 1.570 0.345
H 0.661 -0.559 2.115 -0.313
C -0.138 1.150 -3.252 0.071
H 0.321 2.300 -1.490 0.910
C -0.033 2.257 -4.310 -0.805
H 0.157 0.192 -3.708 0.102
H -1.189 1.029 -2.952 -0.536
C 1.415 2.640 -4.643 -0.698
H -0.543 1.916 -5.220 0.386
H -0.572 3.143 -3.944 0.359
C 2.289 2.877 -3.405 -1.123
H 1.866 1.847 -5.256 0.323
H 1.415 3.546 -5.258 0.382
C 2.190 1.731 -2.394 -0.599
H 3.340 2.988 -3.704 0.407
H 1.982 3.808 -2.905 0.392
H 2.658 0.836 -2.834 0.067
H 2.770 1.994 -1.500 0.317
C -3.250 -0.405 -1.826 -1.034
C -3.240 0.489 -0.792 0.042
H -2.292 -0.709 -2.214 0.361
C -3.998 1.855 -0.930 -0.466
H -3.633 0.141 0.222 0.715
C -5.135 1.779 -1.960 -0.748
H -4.373 2.141 0.063 0.364
H -3.322 2.714 -1.109 0.336
C -5.235 0.495 -2.859 -0.687
H -6.079 1.964 -1.421 0.362
H -5.000 2.670 -2.585 0.211
C -4.583 -0.812 -2.320 -1.016
H -6.279 0.398 -3.163 0.389
H -4.701 0.750 -3.778 0.344
H -5.231 -1.190 -1.507 0.281
H -4.655 -1.599 -3.086 0.368
O 1.227 2.411 7.112 -0.647
S 1.274 1.287 6.213 1.091
O 2.356 0.347 6.381 -0.601
N 1.142 1.731 4.622 -0.608
C 0.011 1.380 4.042 0.116
S 0.033 2.157 2.435 -0.016
C -0.851 0.516 4.869 1.145
C -1.988 -0.263 4.615 0.602
C -2.588 -0.990 5.649 -1.083
C -2.002 -1.068 6.919 -0.426
C -0.813 -0.359 7.160 -0.604
C -0.277 0.427 6.148 -0.372
H -2.369 -0.355 3.598 0.118
H -3.513 -1.521 5.442 0.417
H -2.462 -1.675 7.705 0.382
H -0.310 -0.410 8.122 0.415